[1]
{"formula": "C2H4N4", "method": "wB97M-V/def2-TZVPD", "species": ["N", "N", "N", "N", "C", "C", "H", "H", "H", "H"], "xyz": [[-3.49206, 0.10126, 0.77937], [0.33570, 0.01304, 0.32195], [-2.53648, -0.11863, 0.20559], [-1.72782, -0.12822, -0.66357], [1.69498, 0.10092, 0.44947], [-0.30853, -0.09722, -0.73530], [1.97457, 0.43666, 1.47131], [2.04945, 0.81220, -0.34166], [2.07031, -0.92300, 0.25285], [-0.06012, -0.19701, -1.74000]], "atomic_forces_ev_per_a": [[1.194, -0.998, 0.145], [-2.787, 0.075, 0.665], [-2.458, 1.778, 1.854], [1.653, -0.786, -3.327], [2.390, 0.161, -0.764], [-2.213, -0.058, 2.916], [0.021, -0.218, -0.802], [0.545, -0.545, 0.790], [0.575, 0.591, 0.259], [1.081, 0.000, -1.735]], "lumo_energy_ha": 0.0244, "total_energy_ev": -8095.9259, "relative_energy_ev": 3.388, "charge": 0}

[2]
{"formula": "C9H14O", "method": "wB97M-V/def2-TZVPD", "species": ["O", "C", "C", "C", "C", "C", "C", "C", "C", "C", "H", "H", "H", "H", "H", "H", "H", "H", "H", "H", "H", "H", "H", "H"], "xyz": [[-3.13671, 0.20712, -0.72653], [2.76716, -0.26576, -0.54647], [4.19133, -0.39870, -1.01841], [0.12874, -0.31324, 0.46349], [1.21393, -0.14687, 1.31413], [1.68753, -0.44657, -1.38909], [-4.35923, 1.16376, 1.27100], [0.38270, -0.38488, -0.88963], [-3.50528, 0.09020, 0.64481], [2.48903, 0.00902, 0.79182], [1.75633, -0.65911, -2.44946], [3.24692, 0.23667, 1.53820], [-4.43048, 0.96595, 2.34247], [4.29844, -0.63974, -2.07599], [-3.97357, -0.89273, 0.74869], [-3.61656, 0.92686, -1.14621], [-5.38937, 1.18762, 0.91262], [4.65788, 0.59030, -0.94218], [1.08940, -0.07043, 2.38605], [4.73900, -1.11104, -0.40909], [-2.57210, 0.02627, 1.18893], [-0.84655, -0.52757, 0.85741], [-0.44260, -0.60003, -1.56089], [-3.91272, 2.14154, 1.09359]], "atomic_forces_ev_per_a": [[-0.203, 0.453, -0.076], [0.260, -0.028, -0.162], [-0.013, 0.973, -0.171], [0.598, -0.392, 0.191], [-0.041, 0.693, -0.201], [-0.995, 0.207, 0.025], [-0.177, 0.119, -0.247], [-0.175, -0.822, -0.393], [0.059, -0.880, -0.053], [-0.075, -0.499, 0.758], [0.513, 0.042, 0.034], [0.352, -0.166, -0.446], [0.169, 0.158, -0.012], [-0.301, -0.340, 0.069], [-0.185, 0.036, 0.133], [-0.042, -0.008, 0.088], [0.042, -0.086, -0.261], [0.234, -0.176, 0.266], [-0.127, 0.002, 0.030], [0.135, -0.028, -0.012], [0.133, 0.128, 0.269], [-0.191, 0.244, -0.030], [0.026, 0.249, -0.003], [0.005, 0.121, 0.204]], "lumo_energy_ha": 0.0347, "smiles": "Cc1ccccc1.CCO", "total_energy_ev": -11606.9609, "relative_energy_ev": 0.676, "charge": 0}

[3]
{"formula": "C2H7N2O2P", "method": "wB97M-V/def2-TZVPD", "species": ["P", "O", "O", "N", "N", "C", "C", "H", "H", "H", "H", "H", "H", "H"], "xyz": [[-1.06818, -0.17038, 0.20719], [1.40805, -1.52765, 0.76933], [-1.51092, 1.01970, 0.94687], [-0.79679, 0.14914, -1.34368], [-1.97810, -1.49193, 0.45240], [1.63642, 0.82332, 0.31771], [0.88947, -0.48109, 0.45808], [-1.70026, -2.46768, 0.28242], [2.09390, 0.90910, -0.76226], [2.47685, 0.88206, 1.06260], [-0.92470, 1.20353, -1.29487], [-1.02194, -0.37120, -2.21913], [-2.87949, -1.35299, 0.99287], [0.93004, 1.69772, 0.46131]], "atomic_forces_ev_per_a": [[2.711, -0.978, 1.847], [-0.246, 0.356, -0.499], [-0.348, 0.229, 0.034], [-0.840, 2.055, -2.759], [-1.752, -1.180, 0.826], [0.874, 1.253, -1.344], [-1.492, -0.363, 1.451], [-0.155, 0.996, 0.200], [-0.845, -0.213, 2.057], [-0.839, -0.166, -0.749], [0.178, -1.616, -1.337], [0.050, 0.941, 1.390], [1.823, -0.314, -0.981], [0.879, -1.000, -0.136]], "lumo_energy_ha": 0.0268, "smiles": "CC(=O)P(N)(N)=O", "total_energy_ev": -18552.3303, "relative_energy_ev": 1.053, "charge": 0}

Gap between HOMO and LUMO, record by record: 10.006; 9.812; 9.477 eV